Entry 1:
153
Properties=species:S:1:pos:R:3:forces:R:3:lowdin_charge:R:1 method="wB97M-V/def2-TZVPD" orbital_gap_ev=9.8 e_homo_ev=-9.506
H 12.840209 8.554955 10.176606 0.108 -0.117 0.094 0.07
H 14.109858 10.345408 13.675967 -0.477 0.086 0.391 0.05
C 15.883480 14.995876 18.101448 1.652 0.553 1.118 -0.34
C 15.510075 12.597831 9.073330 0.140 -0.161 -0.150 -0.07
H 22.976015 6.115454 12.934449 0.045 0.364 0.410 0.08
C 12.579746 13.346229 15.956820 -0.489 2.241 -0.310 -0.05
H 12.043829 9.169641 20.098348 -0.031 -0.648 -0.460 0.06
C 13.004039 7.624232 16.786047 -0.483 -2.039 -1.171 -0.47
C 16.250084 7.589306 18.734989 0.750 -0.861 -0.540 -0.07
C 15.633033 10.541624 15.974619 -0.186 1.090 -1.042 -0.02
H 16.683495 10.040867 9.799605 -0.656 0.089 -0.276 0.08
O 14.577052 15.080687 18.579498 -1.442 -0.188 0.287 -0.07
C 20.796619 9.261920 17.651485 -0.364 1.031 -0.403 -0.04
C 13.596513 5.664087 12.045407 -0.967 0.014 -1.082 -0.05
H 21.106574 8.401143 17.076853 -0.040 -0.490 0.261 0.08
H 14.331138 15.893063 19.041920 0.642 -0.140 -0.235 0.10
C 16.937143 10.517030 20.899849 1.702 0.422 -0.163 -0.06
C 21.519298 7.384288 12.701354 0.697 -0.960 0.532 -0.32
C 9.114973 10.547011 12.024745 1.986 0.140 0.058 -0.02
H 11.784107 12.092744 19.607902 -0.234 1.233 0.367 0.12
C 14.544689 13.416929 12.504565 -0.260 -0.609 0.359 -0.06
H 18.270467 9.423159 15.627313 0.444 -0.211 1.081 0.07
H 17.654347 11.629060 11.113050 0.007 0.455 0.333 0.08
H 18.344730 12.645910 19.842215 0.203 -0.157 -0.274 0.05
H 17.800457 9.895961 21.217726 -0.319 0.319 0.004 0.09
C 11.051074 13.441750 15.710818 -0.037 -1.459 0.623 -0.43
O 22.684219 6.906045 13.417741 -0.314 -0.401 -0.426 -0.10
C 13.257412 6.044952 16.740501 -0.290 1.023 -1.083 -0.04
H 20.394024 9.065312 18.631282 -0.301 -0.723 0.312 0.08
H 10.579997 9.829388 10.578487 -0.225 0.784 0.179 0.15
H 19.244451 12.000490 21.233160 -0.170 0.196 -0.044 0.09
H 15.366323 10.347597 12.519169 0.380 -0.035 0.233 0.06
H 12.017317 7.143540 12.156258 0.348 -0.081 -0.556 0.12
H 17.803914 11.830530 23.157122 0.766 -0.253 0.436 0.08
O 13.256137 12.521041 9.625466 -0.941 -0.021 0.624 -0.09
H 12.298257 14.949501 12.449549 0.381 0.181 -0.206 0.08
H 16.623219 15.013670 18.946498 -0.485 0.456 -0.480 0.12
C 17.085161 11.972181 21.403328 -0.515 -0.922 -1.877 -0.53
H 21.708897 9.259722 13.772429 -0.201 -0.215 -0.121 0.09
H 15.313826 9.064233 13.772343 -0.003 0.113 -0.152 0.09
C 19.758396 10.043334 16.822380 1.120 -1.331 -1.284 -0.47
C 17.575410 9.850911 10.360227 0.685 -0.013 1.326 -0.25
H 15.617055 9.475551 15.918666 -0.715 -0.905 0.601 0.06
H 15.701274 12.919009 10.063381 0.615 0.766 1.027 0.03
H 16.771557 8.509919 18.512085 0.144 0.401 0.248 0.04
H 13.926181 8.191838 16.885478 0.421 -0.157 0.252 0.09
H 10.721912 13.809881 17.782085 -0.132 0.016 0.157 0.07
H 20.219287 11.836436 17.777288 0.167 0.067 0.117 0.09
H 16.959504 10.499479 19.807662 -0.232 -0.020 0.002 0.05
H 13.944537 5.850225 15.888817 -0.047 -0.050 0.682 0.07
H 11.471348 7.590133 15.155283 0.210 0.123 0.264 0.09
C 13.535829 7.896851 10.708507 -0.389 -0.139 0.612 -0.06
H 18.797984 11.061663 18.437166 -0.215 0.177 -0.382 0.06
C 17.635638 8.433401 10.898290 -0.066 0.176 -0.543 -0.06
H 16.401371 12.089417 8.725134 0.080 -0.223 -0.256 0.07
H 21.683347 9.861786 17.855282 0.053 0.210 -0.279 0.08
C 10.537936 10.609676 11.374754 -0.014 -0.264 0.110 -0.44
O 10.460856 12.115884 15.792291 -0.470 0.486 0.484 -0.08
C 13.739278 11.273433 19.436302 -0.412 -0.361 -0.548 -0.03
H 16.981461 13.543931 16.918806 0.334 0.167 0.286 0.07
H 20.810144 6.528369 12.592457 0.172 0.740 0.049 0.12
H 10.810472 13.828898 14.695469 0.338 0.103 0.632 0.13
C 10.352945 14.200329 16.836399 1.398 1.571 -0.829 -0.04
O 16.968591 12.047578 22.770847 -1.172 0.452 1.203 -0.01
H 12.985410 14.353585 15.691224 -0.091 -0.585 0.281 0.09
H 20.290818 10.344912 15.892330 -0.390 -0.205 0.241 0.13
O 18.188929 6.360178 17.789619 -0.629 -0.181 0.023 -0.08
H 13.104546 8.081431 14.661396 0.375 -0.222 -0.385 0.05
C 20.939972 8.531962 13.485103 -0.141 -0.090 -0.728 -0.08
H 16.056658 10.047363 21.265049 -0.872 -0.268 0.256 0.06
H 15.981148 12.000990 14.358884 -0.192 -0.460 0.175 0.12
O 18.712401 9.091316 16.460981 0.040 1.133 -0.536 -0.09
H 10.870418 12.553974 11.440253 -0.038 -0.152 -0.020 0.09
H 18.781424 11.982425 16.832941 -0.303 -0.435 0.300 0.07
O 12.167911 7.817747 17.879098 -0.471 -0.287 0.787 -0.05
H 16.361020 5.586855 17.925431 -0.382 -0.740 0.181 0.09
C 11.690989 10.151048 20.361080 -0.946 -0.696 0.436 -0.05
H 13.644582 5.636287 17.686688 -0.046 0.317 -0.407 0.07
H 14.179501 7.430266 9.972387 0.221 -0.049 -0.198 0.08
H 17.977732 7.745895 10.102591 -0.400 0.193 0.388 0.09
C 14.318625 11.694894 9.253296 -0.450 -0.987 -1.638 -0.33
H 13.538018 15.769594 13.355820 -0.097 0.471 0.158 0.07
H 14.049928 11.503738 20.447464 -0.094 0.251 0.277 0.07
H 15.299227 13.645994 16.633067 0.037 -0.394 0.322 0.07
C 12.382488 8.125829 15.460271 0.081 -0.889 0.655 -0.05
H 11.186081 11.502683 17.588203 0.426 -0.295 0.686 0.07
H 12.934764 13.135756 16.971427 -0.606 -0.071 -0.074 0.07
H 11.740227 11.053605 13.110938 0.057 -0.306 -0.193 0.08
H 11.700364 8.654527 17.853880 0.119 0.600 -0.178 0.06
H 18.463036 13.624093 21.248981 0.068 0.039 0.361 0.08
H 10.574609 10.099116 20.486983 0.987 0.254 -0.506 0.10
O 17.346804 10.481504 14.332371 1.635 -0.359 0.202 -0.07
H 12.185097 9.162024 15.608129 -0.486 1.013 0.027 0.05
H 8.378580 10.698145 11.255981 -0.387 -0.290 -0.243 0.07
H 12.664073 10.377272 11.783441 0.528 0.018 -0.512 0.04
C 16.024385 10.906661 14.543343 -0.018 0.588 -0.353 -0.47
H 12.316846 5.494279 16.463593 0.635 0.740 0.485 0.09
H 14.680916 11.071660 16.199159 0.432 -0.873 0.164 0.09
H 21.870187 7.670337 11.723634 -0.154 0.335 -0.607 0.10
H 15.892668 12.824159 18.079766 -0.171 -0.658 0.828 0.04
H 12.276605 5.388015 9.990757 0.558 -0.745 -0.058 0.06
H 12.929786 4.814725 12.299117 0.512 0.340 -0.169 0.09
H 20.457557 8.114543 14.345736 -0.232 0.074 0.752 0.06
O 17.624639 10.763796 11.527687 -0.004 -0.669 -1.546 -0.11
H 16.240101 12.510093 20.928391 0.241 0.099 0.575 0.13
H 12.425543 12.010993 9.743332 0.465 0.426 0.055 0.07
O 15.612912 15.434305 11.694229 -0.869 0.090 0.398 -0.07
C 11.729281 10.301702 12.293977 -1.455 0.798 0.924 -0.06
H 14.557206 13.640293 13.593260 0.026 -0.261 -0.505 0.07
C 15.163557 10.133029 13.575134 -0.584 -0.074 -0.523 -0.06
H 12.964068 16.458307 11.766996 0.350 -0.347 0.305 0.09
H 9.272228 14.188925 16.804192 -0.151 -0.159 -0.183 0.08
O 11.924361 6.206214 10.306355 -0.386 1.147 1.113 -0.07
H 15.754793 15.801656 12.582275 0.004 -0.142 -0.353 0.08
O 10.780365 11.879159 10.754869 -0.240 -0.207 -0.377 -0.07
H 12.085142 10.251061 21.364414 0.239 0.666 0.245 0.07
H 20.170835 9.008841 12.868200 0.117 0.200 0.190 0.06
H 14.051397 6.008397 12.944603 0.391 0.348 0.772 0.05
C 12.213696 11.155614 19.354435 -0.238 0.041 0.640 -0.47
H 13.730364 12.716243 12.277140 -0.205 0.258 0.292 0.07
H 14.533213 10.878024 9.990365 -0.102 0.582 -0.264 0.10
H 18.382912 8.420214 11.683944 0.024 -0.196 0.218 0.05
H 15.437110 12.794908 12.260877 -0.258 1.005 -0.030 0.07
H 16.110833 15.822845 17.400466 0.017 -0.355 0.241 0.12
H 16.389409 10.784774 16.700229 0.326 0.443 0.239 0.06
H 18.633001 7.124319 17.416080 -0.067 0.457 -0.194 0.03
H 10.984424 11.469244 15.335522 0.542 -0.376 -0.487 0.05
C 14.335271 14.715689 11.727079 1.532 -0.148 0.249 -0.46
H 14.218449 10.316969 19.200984 -0.070 0.090 -0.275 0.08
O 11.720958 10.831052 18.063856 0.136 -0.648 -0.968 -0.07
H 11.629782 9.323757 12.742933 0.061 -0.308 0.173 0.06
H 8.955201 11.309645 12.794580 0.278 -0.020 -0.041 0.08
C 13.221975 15.550345 12.337136 -0.368 -0.415 -0.093 -0.04
H 14.396468 5.357596 11.354174 -0.280 -0.101 0.167 0.09
H 9.095757 9.573258 12.504015 -0.650 -0.193 -0.016 0.08
C 12.732590 6.767212 11.394092 0.069 -0.422 -0.782 -0.43
H 10.718593 15.262876 16.731247 -0.547 -0.850 0.427 0.10
H 16.655186 8.142082 11.294589 0.345 -0.152 -0.046 0.06
H 15.344684 13.496314 8.467357 -0.270 -0.427 -0.025 0.10
C 16.041038 13.663519 17.452754 -0.477 0.567 -2.401 -0.10
C 18.367817 12.590887 20.924915 0.260 0.192 -0.462 -0.06
H 14.159515 14.470596 10.698629 -0.291 0.027 -0.494 0.10
C 19.319262 11.290737 17.497442 -0.255 0.645 0.480 -0.07
H 18.426585 10.047276 9.708402 0.145 0.123 0.086 0.11
C 16.767754 6.550018 17.710742 0.641 0.522 1.133 -0.30
H 14.087324 12.063953 18.769430 0.072 -0.158 0.027 0.05
H 16.439340 6.806779 16.717804 0.022 0.311 -0.630 0.09
H 16.434116 7.251200 19.763018 0.095 0.198 -0.273 0.08
H 13.053835 12.678845 15.280001 0.313 -0.865 -0.710 0.04
H 15.195529 7.755613 18.605426 -0.575 0.037 -0.011 0.04
H 14.017109 11.195527 8.294637 0.524 0.082 0.560 0.13
H 17.630647 10.520872 13.396324 -0.578 0.141 0.333 0.07
H 14.149241 8.511971 11.378384 -0.125 -0.220 0.080 0.05

---

Entry 2:
68
Properties=species:S:1:pos:R:3:forces:R:3:mulliken_spin:R:1 method="wB97M-V/def2-TZVPD" orbital_gap_ev="4.5 / 6.5" total_charge=+1 multiplicity=3 s_squared=2.046 e_homo_ev="-8.724 / -11.829"
H -5.008753 -0.099247 -5.316499 -0.015 0.011 -0.107 0.00
H 4.914006 -2.126976 5.209614 0.052 -0.038 0.047 0.00
N 0.252740 -0.481926 3.562489 1.398 -0.420 0.469 0.01
H -5.655953 0.239411 5.462975 -0.109 0.004 -0.011 0.00
C 2.666465 0.416076 1.200945 -0.059 0.792 -0.903 0.10
C 3.892552 2.895364 -2.276650 0.023 -0.049 -0.084 0.06
Br 3.989456 -2.417368 -2.869542 -0.219 0.012 0.107 0.00
H 0.855803 2.921855 -4.753990 -0.058 0.026 -0.127 0.01
C 2.866210 3.607037 -4.358002 -0.292 -0.122 -0.082 0.02
C 1.629980 2.218012 -2.881488 0.522 0.021 0.376 0.05
C -3.726700 0.010239 -1.715196 -0.045 0.088 -1.113 0.03
H -5.739521 -0.430560 -1.108257 -0.057 -0.060 0.091 0.00
C -5.064848 -0.267598 -1.933310 0.312 0.091 0.106 0.03
C 5.349136 -1.165365 3.350388 0.006 -0.016 0.007 0.01
Au -0.157247 0.395422 0.391126 -0.309 0.602 0.137 -0.01
N -1.362544 -0.105266 1.848690 -0.713 -0.172 0.990 -0.05
C 4.873286 -0.462754 2.248220 -0.320 0.117 -0.072 0.03
C -0.978705 -0.245208 3.154448 -0.561 0.124 -0.428 0.22
C 1.182400 -2.915566 -3.131945 0.139 0.095 0.172 0.00
C 2.315567 1.414657 -0.858256 -0.566 0.126 -0.452 0.21
C 1.307079 -0.310354 2.826917 -1.100 0.264 0.422 0.07
C 1.697718 2.917243 -4.080477 0.033 -0.026 0.033 0.05
C -3.585389 -0.071444 5.872364 0.311 -0.025 0.055 0.03
C 3.943128 3.595878 -3.470481 0.107 -0.095 0.249 0.02
N 1.018686 1.007411 -1.049047 0.689 0.744 -0.841 -0.04
C 2.183404 -2.428315 -2.301778 0.090 -0.042 -0.124 0.00
C -4.628082 -0.059251 -4.307874 -0.004 -0.020 -0.026 0.01
N 1.355945 0.328546 1.612402 0.844 -0.197 0.565 0.04
H -2.612016 0.453029 -4.906523 0.037 0.017 -0.109 0.00
H -1.454579 -0.362495 6.024141 0.104 -0.005 0.119 0.01
H 1.417509 -3.302292 -4.114215 0.012 -0.001 0.020 0.00
C -2.962050 0.147334 -0.495900 -0.056 0.250 1.157 0.10
C 2.651280 -0.678406 3.211811 1.113 -0.030 -0.203 0.03
C -2.137437 -0.186932 3.994891 -0.530 0.173 -0.348 0.05
C -1.573900 0.640060 -2.188956 1.016 0.672 -0.107 0.07
C -3.248335 -0.011964 3.134723 0.489 -0.005 0.404 0.04
H -3.752049 -0.081127 6.938653 0.036 -0.023 0.090 0.00
C -4.530691 0.138802 3.648615 0.009 -0.059 0.050 0.06
C 2.725420 2.201592 -1.983064 -0.502 0.097 -0.417 0.05
C -2.729064 0.007757 1.799960 0.497 -0.021 0.468 0.24
H -1.363928 -2.302678 -0.991148 -0.131 -0.082 -0.101 0.00
C 3.134469 -1.351727 4.318420 -0.159 0.201 -0.200 0.03
C -3.287791 0.241063 -4.093008 0.190 0.090 0.254 0.03
H 4.834287 4.149162 -3.721833 0.096 0.051 -0.018 0.00
C -2.302378 -0.223433 5.374144 -0.043 -0.055 -0.014 0.05
C -2.847069 0.282236 -2.782067 -1.128 -0.332 0.188 0.03
H -6.540209 -0.494004 -3.461658 -0.086 -0.049 -0.028 0.00
H 2.948953 4.163174 -5.279453 -0.003 0.051 -0.060 0.00
C -5.500739 -0.295419 -3.251402 0.012 -0.007 -0.022 0.01
H 2.620656 -1.575357 -0.376119 0.061 0.013 -0.066 0.00
N -3.452886 0.012491 0.697395 -0.811 -0.117 -1.225 -0.02
N 3.090619 1.017478 0.131571 0.976 -0.543 1.060 -0.01
C -0.119451 -2.894588 -2.658070 0.050 0.035 0.011 0.00
C 0.590086 1.444552 -2.272149 0.565 0.019 0.495 0.22
H 6.401680 -1.390079 3.420636 0.120 0.016 0.008 0.00
H -0.922313 -3.283433 -3.263131 -0.139 -0.016 -0.023 0.00
H -5.372446 0.285477 2.992110 -0.130 0.004 -0.068 0.01
H 2.471140 -1.666435 5.108930 -0.056 -0.073 0.045 0.00
N -0.561298 1.125546 -2.840481 -1.301 -0.451 -0.609 0.01
C -0.364155 -2.359396 -1.403631 0.027 -0.099 -0.095 0.01
C 4.501761 -1.593547 4.366495 0.020 0.004 -0.006 0.01
H 5.532070 -0.117955 1.466030 0.059 0.013 -0.060 0.00
N -1.678977 0.522362 -0.821358 -0.745 -0.180 -0.616 0.05
C -4.678003 0.111179 5.025351 -0.125 0.023 -0.290 0.02
H 4.727187 2.885543 -1.595202 0.117 0.010 0.088 0.00
C 1.851192 -1.934250 -1.048591 0.197 -0.190 -0.247 0.00
C 3.510211 -0.226409 2.189078 0.013 -0.559 1.020 0.01
N 0.597426 -1.876868 -0.622785 0.032 -0.677 0.001 0.00

---

| no. | DFT total energy (Ha) | F_max (eV Å⁻¹) |
| --- | --- | --- |
| 1 | -2524.169118 | 2.512 |
| 2 | -4624.342699 | 1.540 |